A structure of composition C27H27HgN3OSi in a non-equilibrium geometry. Source: the Open Molecules 2025 dataset; level of theory: ωB97M-V/def2-TZVPD.

```
! RIJCOSX wB97M-V def2-TZVPD def2/J DEFGRID3
* xyz -1 2
Hg -0.703 0.968 0.481
C 3.199 2.318 -3.808
C 3.125 2.263 -2.418
C 1.940 1.942 -1.786
C 0.778 1.652 -2.523
C 0.855 1.723 -3.928
C 2.050 2.049 -4.545
N -0.352 1.282 -1.832
N -1.412 1.022 -2.571
C -2.555 0.725 -1.841
C -3.699 0.414 -2.596
C -4.888 0.100 -1.970
C -4.965 0.086 -0.578
C -3.829 0.390 0.169
C -2.618 0.717 -0.429
H 4.130 2.563 -4.304
H 4.006 2.469 -1.820
H 1.893 1.892 -0.703
H -0.034 1.506 -4.501
H 2.086 2.094 -5.628
H -3.614 0.421 -3.676
H -5.763 -0.140 -2.564
H -5.897 -0.164 -0.083
H -3.903 0.360 1.252
C 1.801 1.841 4.486
Si 0.230 1.324 3.578
C -0.642 2.906 3.065
C -0.904 0.461 4.813
N 0.548 0.400 2.157
C 1.161 -0.832 2.144
C 1.605 -1.467 3.322
C 2.164 -2.734 3.334
C 2.326 -3.443 2.155
C 1.942 -2.837 0.967
C 1.392 -1.570 0.961
O 1.122 -0.940 -0.242
C 0.546 -1.672 -1.263
C 1.102 -1.565 -2.525
C 0.482 -2.206 -3.587
C -0.672 -2.949 -3.384
C -1.219 -3.040 -2.111
C -0.615 -2.399 -1.042
H 1.561 2.588 5.248
H 2.518 2.281 3.790
H 2.298 1.009 4.985
H -0.743 3.573 3.925
H -1.643 2.714 2.674
H -0.078 3.442 2.297
H -1.104 1.123 5.661
H -0.480 -0.463 5.205
H -1.858 0.210 4.345
H 1.493 -0.949 4.264
H 2.473 -3.165 4.279
H 2.752 -4.438 2.151
H 2.080 -3.343 0.018
H 1.982 -0.951 -2.667
H 0.896 -2.103 -4.582
H -1.155 -3.442 -4.218
H -2.137 -3.591 -1.951
H -1.052 -2.427 -0.052
*
```

For the total energy, the calculation gives -1727.54604 Ha. The expectation value of S² is 0.7754. As for the LUMO energy (alpha / beta): 2.882 / 2.877 eV. As for the HOMO energy (alpha / beta): -0.0971 / -0.1607 hartree. As for the largest force on an atom: 1.089 eV/A.

---

A structure of composition C27H27I2N6NaO3S. Source: the Open Molecules 2025 dataset; level of theory: ωB97M-V/def2-TZVPD.

```
! RIJCOSX wB97M-V def2-TZVPD def2/J DEFGRID3
* xyz -2 1
Na -0.086 -0.494 -0.271
C 5.843 3.243 -0.187
C 5.270 2.610 -1.456
N 4.715 1.290 -1.268
C 3.522 1.133 -0.542
S 3.246 -0.414 0.136
N 2.789 2.204 -0.422
N 1.523 1.991 0.125
C 1.371 2.388 1.321
C 2.505 2.867 2.193
C -0.006 2.411 1.882
C -0.274 1.877 3.145
C -1.567 1.924 3.636
C -2.554 2.512 2.859
C -2.190 3.025 1.623
N -0.955 2.990 1.141
H 6.258 4.234 -0.393
H 6.636 2.622 0.237
H 5.053 3.346 0.557
H 6.047 2.545 -2.226
H 4.473 3.246 -1.845
H 5.372 0.576 -0.997
H 3.362 2.201 2.078
H 2.211 2.911 3.240
H 2.816 3.868 1.880
H 0.517 1.396 3.705
H -1.805 1.485 4.597
H -3.587 2.551 3.182
H -2.938 3.478 0.977
I -3.980 2.417 -2.644
C -4.121 1.304 -0.886
C -5.340 1.222 -0.227
C -5.489 0.505 0.937
I -7.377 0.432 1.837
C -4.369 -0.162 1.502
C -4.398 -0.932 2.685
C -3.246 -1.511 3.153
C -2.051 -1.298 2.453
N -1.994 -0.580 1.358
C -3.117 -0.047 0.850
C -2.944 0.662 -0.434
O -1.844 0.670 -1.017
H -6.193 1.737 -0.653
H -5.336 -1.065 3.208
H -3.249 -2.124 4.045
H -1.117 -1.734 2.791
C -1.984 -3.199 -1.281
O -1.011 -4.181 -0.986
C 0.106 -3.783 -0.107
O 0.038 -2.614 0.255
H -2.656 -3.615 -2.037
H -1.548 -2.277 -1.682
H -2.574 -2.921 -0.399
C 2.288 -0.510 -6.538
C 1.720 -0.526 -5.146
C 1.500 -1.715 -4.465
C 1.005 -1.675 -3.168
N 0.716 -0.542 -2.544
C 0.919 0.602 -3.189
C 1.418 0.658 -4.482
H 2.320 -1.514 -6.962
H 3.307 -0.114 -6.533
H 1.694 0.124 -7.199
H 1.720 -2.670 -4.928
H 0.847 -2.587 -2.599
H 0.681 1.503 -2.633
H 1.576 1.620 -4.956
*
```

The calculation puts the relative energy (zero: lowest compared OMol25 entry of this formula, charge and spin) at 2.2 kcal per mole. For the total energy, the calculation gives -2755.28385 Ha. As for the LUMO energy: 3.428 eV. As for the HOMO energy: -0.0388 hartree. As for the largest force on an atom: 0.525 eV/A.

---

An isolated molecule of C27H27N3O4S. Source: the Open Molecules 2025 dataset; level of theory: ωB97M-V/def2-TZVPD.

```
! RIJCOSX wB97M-V def2-TZVPD def2/J DEFGRID3
* xyz 0 1
C -2.685 -4.344 -1.599
C -3.619 -3.307 -1.052
C -3.638 -2.024 -1.584
C -4.506 -1.068 -1.094
C -5.380 -1.366 -0.055
C -6.261 -0.299 0.529
C -5.552 0.385 1.714
N -4.256 0.881 1.330
C -4.062 2.135 0.899
O -4.896 3.025 0.963
C -2.699 2.401 0.324
C -2.450 3.687 -0.040
N -1.297 4.090 -0.609
C -0.296 3.201 -0.895
C 0.883 3.624 -1.523
C 1.870 2.711 -1.812
C 1.694 1.373 -1.476
S 2.956 0.184 -1.930
O 4.172 0.882 -2.222
O 2.387 -0.666 -2.936
N 3.111 -0.763 -0.548
C 4.321 -0.790 0.174
C 5.045 -1.973 0.266
C 6.223 -2.026 0.985
C 6.712 -0.891 1.618
C 8.009 -0.926 2.369
C 5.976 0.281 1.526
C 4.783 0.357 0.822
C 4.014 1.640 0.770
C 0.546 0.940 -0.865
C -0.471 1.848 -0.556
C -1.696 1.369 0.111
O -1.813 0.192 0.440
C -5.365 -2.649 0.475
C -4.499 -3.607 -0.020
H -1.720 -3.903 -1.838
H -2.539 -5.152 -0.886
H -3.095 -4.769 -2.516
H -2.959 -1.770 -2.386
H -4.506 -0.075 -1.520
H -6.483 0.458 -0.224
H -7.201 -0.725 0.884
H -5.420 -0.329 2.532
H -6.146 1.234 2.061
H -3.523 0.201 1.138
H -3.213 4.434 0.132
H -1.166 5.062 -0.854
H 1.004 4.666 -1.780
H 2.787 3.003 -2.299
H 2.770 -1.688 -0.768
H 4.673 -2.858 -0.229
H 6.770 -2.955 1.047
H 8.832 -0.680 1.698
H 8.008 -0.202 3.180
H 8.193 -1.916 2.778
H 6.339 1.169 2.025
H 4.186 2.131 -0.186
H 4.334 2.308 1.567
H 2.947 1.449 0.869
H 0.405 -0.099 -0.610
H -6.038 -2.901 1.283
H -4.503 -4.601 0.405
*
```

The calculation puts the relative energy (zero: lowest compared OMol25 entry of this formula, charge and spin) at 3.1 kcal per mole. Its SMILES is Cc1ccc(CCNC(=O)c2c[nH]c3ccc(S(=O)(=O)Nc4ccc(C)cc4C)cc3c2=O)cc1. For the total energy, the calculation gives -1908.55677 Ha. As for the LUMO energy: -0.206 eV. As for the HOMO energy: -0.3164 hartree. As for the largest force on an atom: 0.904 eV/A.

---

- What is the largest force on an atom in the first record?
  1.089 eV/A